Below is C36H44N5NiP as an isolated structure, with properties calculated with wB97M-V/def2-TZVPD.

Values from the calculation:
Calculated total energy   -95826.19633 eV
2S+1   3
E_LUMO (spin up / spin down)   0.4 / 0.4 eV
Relative energy (zero: lowest compared OMol25 entry of this formula, charge and spin)   0.0 kcal/mol
⟨S²⟩   2.024
HOMO energy (spin up / spin down)   -3.90 / -5.80 eV

XYZ file:
```
87
Properties=species:S:1:pos:R:3:mulliken_spin:R:1
Ni 0.213 -0.670 1.235 0.89
C -2.875 -1.228 2.136 -0.01
C -2.375 0.019 2.858 0.00
N -1.287 0.650 2.095 0.03
C -0.651 1.754 2.823 0.00
C 0.512 1.286 3.689 0.00
N 1.501 0.658 2.839 0.01
C 2.711 0.169 3.464 -0.01
C 3.513 -0.687 2.487 0.00
C 2.911 -2.060 2.200 0.00
N 1.836 -2.091 1.198 0.04
C 1.152 -3.383 1.180 -0.01
C 0.160 -3.500 2.336 0.00
N -0.651 -2.281 2.448 0.04
C -2.102 -2.493 2.491 0.00
H -2.811 -1.046 1.059 0.01
H -3.929 -1.394 2.368 0.00
H -2.009 -0.235 3.860 0.00
H -3.195 0.734 3.000 0.00
H -1.718 1.044 1.257 -0.01
H -1.377 2.306 3.433 0.00
H -0.251 2.457 2.088 0.01
H 0.179 0.557 4.438 0.00
H 0.898 2.153 4.246 0.00
H 1.727 1.266 2.059 0.00
H 2.433 -0.442 4.330 0.00
H 3.344 0.983 3.852 0.00
H 4.509 -0.846 2.907 0.00
H 3.664 -0.137 1.551 0.00
H 2.502 -2.457 3.133 0.00
H 3.710 -2.752 1.902 0.00
H 2.217 -1.918 0.271 0.00
H 1.861 -4.222 1.218 0.00
H 0.599 -3.451 0.239 0.00
H 0.664 -3.722 3.282 0.00
H -0.489 -4.353 2.128 0.00
H -0.362 -1.762 3.269 -0.01
H -2.416 -2.853 3.481 0.00
H -2.346 -3.277 1.772 0.00
N 0.563 0.316 -0.650 0.13
P -0.020 1.704 -1.352 0.07
C 0.635 1.791 -3.041 0.02
C 0.269 0.837 -3.996 0.03
C 0.774 0.904 -5.286 0.00
C 1.653 1.917 -5.642 0.01
C 2.022 2.867 -4.702 0.00
C 1.515 2.808 -3.413 0.00
C 0.861 2.955 -0.383 0.06
C 2.088 2.647 0.203 0.00
C 2.789 3.612 0.914 0.00
C 2.268 4.893 1.043 0.00
C 1.057 5.212 0.444 0.01
C 0.359 4.250 -0.275 -0.01
C -1.701 2.090 -1.375 0.05
C -2.387 2.524 -0.175 0.26
C -3.762 2.513 -0.093 -0.20
C -4.562 2.082 -1.155 0.41
C -3.915 1.731 -2.364 -0.12
C -2.554 1.733 -2.481 0.17
H -0.403 0.035 -3.729 0.01
H 0.479 0.160 -6.014 0.00
H 2.044 1.969 -6.650 0.00
H 2.705 3.663 -4.972 0.00
H 1.812 3.561 -2.693 0.00
H 2.482 1.645 0.083 0.01
H 3.744 3.368 1.362 0.00
H 2.812 5.643 1.602 0.00
H 0.655 6.213 0.532 0.00
H -0.580 4.495 -0.754 -0.01
H -1.824 2.943 0.652 0.08
H -4.228 2.875 0.819 -0.01
H -5.639 2.070 -1.075 0.04
H -4.510 1.465 -3.231 0.00
H -2.111 1.472 -3.434 0.05
C 0.297 -0.834 -1.259 -0.07
C 0.100 -1.891 -1.830 0.00
C -0.266 -3.168 -2.359 0.01
C -1.616 -3.492 -2.560 0.00
C -1.984 -4.738 -3.041 0.00
C -1.019 -5.695 -3.332 0.00
C 0.321 -5.385 -3.146 0.00
C 0.695 -4.137 -2.671 0.00
H -2.368 -2.746 -2.332 0.00
H -3.033 -4.965 -3.188 0.00
H -1.308 -6.669 -3.704 0.00
H 1.083 -6.119 -3.378 0.00
H 1.742 -3.895 -2.540 0.00
```

=====

Below is C36H45BN4O6SSiV as an isolated structure in a non-equilibrium geometry, with properties calculated with wB97M-V/def2-TZVPD.

Values from the calculation:
Net charge   -2
Calculated total energy   -101377.90724 eV
2S+1   4
E_LUMO (spin up / spin down)   4.1 / 4.0 eV
⟨S²⟩   3.834
HOMO energy (spin up / spin down)   0.83 / 0.83 eV

XYZ file:
```
95
Properties=species:S:1:pos:R:3:mulliken_spin:R:1
V 9.781 11.180 12.391 2.34
O 8.790 16.619 11.923 0.00
C 8.537 16.285 13.140 0.00
O 8.597 16.961 14.156 0.00
C 8.363 14.796 13.326 -0.01
C 8.336 14.225 14.588 0.01
N 8.312 12.887 14.526 0.02
N 8.504 12.547 13.166 0.01
C 8.431 13.724 12.422 0.04
C 8.721 13.579 11.007 -0.02
O 8.718 14.580 10.220 0.01
O 8.969 12.355 10.621 -0.03
H 8.753 15.870 11.211 0.00
H 8.135 14.769 15.506 0.00
H 8.394 12.195 15.274 0.00
S 11.183 10.201 14.078 0.12
C 12.594 11.054 13.850 0.51
N 13.858 10.712 14.171 0.20
C 15.025 11.305 13.472 -0.01
C 14.589 11.725 11.967 0.02
N 12.467 12.407 13.223 -0.01
H 14.005 10.030 14.894 -0.01
H 15.788 10.509 13.414 -0.01
H 15.342 12.260 14.021 0.02
H 14.563 10.811 11.403 -0.01
H 15.331 12.397 11.574 0.00
H 11.415 12.435 12.868 0.01
C 12.549 6.659 9.186 -0.01
C 13.188 7.045 10.352 0.00
C 13.058 8.342 10.815 0.00
C 12.171 9.224 10.104 -0.01
C 11.584 8.811 8.930 0.00
C 11.611 7.477 8.575 0.00
Si 11.897 11.043 10.678 -0.03
C 11.874 11.752 8.927 -0.01
C 10.887 12.699 8.481 -0.02
C 11.019 13.360 7.234 0.00
C 12.048 13.046 6.366 0.00
C 12.978 12.096 6.775 0.00
C 12.888 11.404 8.004 0.00
C 13.200 12.428 11.864 0.00
C 13.261 13.685 11.115 0.00
C 12.540 14.905 11.343 0.00
C 12.194 15.383 12.622 0.00
C 12.589 14.854 13.863 0.00
C 12.791 13.512 14.160 0.00
H 12.692 5.684 8.774 0.00
H 13.928 6.398 10.801 0.00
H 13.662 8.729 11.715 0.01
H 11.086 9.548 8.253 0.00
H 10.825 7.155 7.889 0.00
H 10.058 12.968 9.133 0.00
H 10.237 14.068 6.917 0.00
H 12.078 13.489 5.316 0.00
H 13.806 11.898 6.132 0.00
H 13.608 10.597 8.212 0.00
H 13.979 13.709 10.301 0.00
H 12.573 15.592 10.519 0.00
H 11.588 16.254 12.714 0.00
H 12.663 15.484 14.748 0.00
H 12.973 13.169 15.202 0.00
C 6.468 8.532 10.830 -0.01
C 7.225 9.706 11.463 0.05
C 6.194 10.192 12.509 0.00
C 8.611 9.532 12.052 -0.14
H 5.476 8.777 10.662 0.00
H 6.488 7.707 11.536 0.00
H 6.908 8.215 9.899 0.00
H 7.196 10.551 10.726 -0.01
H 6.049 9.495 13.437 0.00
H 5.203 10.334 12.095 0.00
H 6.482 11.233 12.933 0.00
H 9.288 9.118 11.340 -0.02
H 8.613 8.878 12.938 -0.02
C 8.731 9.065 17.361 0.00
C 7.237 8.675 17.115 0.01
C 6.426 8.887 18.433 0.00
O 6.615 9.582 16.190 0.00
B 6.340 8.928 15.033 0.00
O 6.470 7.576 15.187 0.00
C 7.022 7.277 16.503 0.00
C 8.359 6.550 16.324 0.00
C 6.035 6.401 17.235 0.00
H 8.843 10.024 17.905 0.00
H 9.339 9.174 16.436 0.01
H 9.218 8.334 18.050 0.00
H 6.647 9.927 18.817 0.00
H 6.803 8.131 19.136 0.00
H 5.332 8.864 18.334 0.00
H 9.044 7.057 15.618 0.00
H 8.123 5.585 15.893 0.00
H 8.876 6.382 17.273 0.00
H 5.074 6.948 17.281 0.00
H 6.379 6.117 18.252 0.00
H 5.793 5.489 16.636 0.00
```

=====

Below is a 3-piece molecular cluster, C36H45FO4SSi overall in a non-equilibrium geometry, with properties calculated with wB97M-V/def2-TZVPD.

Values from the calculation:
SMILES   Cc1ccc(Cc2cc3c(c(F)c2CCCS)C(=O)c2c(cccc2[Si](C)(C)C)C3=O)cc1.C1CCOC1.C1CCOC1
Calculated total energy   -67683.53427 eV
E_LUMO   -0.5 eV
Relative energy (zero: lowest compared OMol25 entry of this formula, charge and spin)   0.0 kcal/mol
HOMO energy   -8.74 eV

XYZ file:
```
88
Properties=species:S:1:pos:R:3:mulliken_charge:R:1
C -0.224 0.329 -8.737 -1.40
C -1.117 -0.241 -7.662 0.97
C -2.486 0.002 -7.641 -0.69
C -3.299 -0.511 -6.632 -0.51
C -2.755 -1.288 -5.613 0.75
C -3.611 -1.861 -4.502 -1.28
C -3.005 -1.634 -3.147 0.66
C -2.948 -0.309 -2.698 -1.12
C -2.376 -0.007 -1.474 0.50
C -1.854 -1.003 -0.645 0.17
C -1.913 -2.310 -1.102 0.43
F -1.418 -3.303 -0.358 -0.42
C -2.478 -2.645 -2.336 0.28
C -2.475 -4.104 -2.723 -1.39
C -3.522 -4.995 -1.986 -0.93
C -4.523 -4.300 -1.073 -0.42
S -5.855 -3.546 -2.058 -0.26
C -1.305 -0.620 0.684 0.29
O -1.443 -1.337 1.642 -0.54
C -0.652 0.703 0.742 0.12
C -1.191 1.708 -0.082 0.41
C -0.690 3.001 -0.038 -0.95
C 0.360 3.310 0.811 -0.93
C 0.906 2.299 1.607 -0.44
C 0.421 0.990 1.594 0.35
Si 1.249 -0.306 2.721 0.62
C 1.437 -2.000 1.932 -0.95
C 2.938 0.378 3.198 -0.88
C 0.254 -0.367 4.315 -1.17
C -2.304 1.404 -1.019 -0.05
O -3.073 2.243 -1.398 -0.60
C -1.385 -1.543 -5.639 -0.30
C -0.571 -1.032 -6.647 -0.82
H 0.806 0.076 -8.515 0.33
H -0.505 -0.055 -9.712 0.33
H -0.301 1.414 -8.741 0.33
H -2.912 0.606 -8.430 0.38
H -4.358 -0.294 -6.653 0.38
H -4.575 -1.359 -4.519 0.42
H -3.819 -2.905 -4.706 0.50
H -3.352 0.470 -3.324 0.60
H -2.617 -4.198 -3.790 0.40
H -1.502 -4.510 -2.472 0.58
H -4.097 -5.550 -2.725 0.42
H -3.002 -5.741 -1.393 0.36
H -5.001 -5.059 -0.461 0.42
H -4.066 -3.591 -0.392 0.14
H -6.014 -2.356 -1.462 0.12
H -1.141 3.753 -0.668 0.49
H 0.775 4.300 0.869 0.56
H 1.742 2.548 2.244 0.41
H 2.344 -2.445 2.339 0.20
H 1.512 -1.984 0.850 0.37
H 0.614 -2.628 2.255 0.35
H 2.835 1.264 3.822 0.28
H 3.521 0.674 2.327 0.37
H 3.496 -0.359 3.769 0.06
H -0.677 -0.911 4.185 0.34
H -0.007 0.646 4.619 0.34
H 0.842 -0.799 5.124 0.37
H -0.953 -2.143 -4.850 0.34
H 0.485 -1.254 -6.627 0.30
C 4.999 -4.306 5.108 -0.62
C 5.397 -3.530 6.361 -0.58
C 6.128 -2.335 5.765 -0.39
O 5.517 -2.081 4.498 -0.44
C 4.671 -3.176 4.142 -0.01
H 4.163 -4.986 5.260 0.33
H 5.848 -4.884 4.739 0.28
H 4.504 -3.198 6.896 0.25
H 6.015 -4.100 7.053 0.37
H 7.188 -2.558 5.603 0.26
H 6.054 -1.439 6.382 0.27
H 3.628 -2.857 4.247 -0.08
H 4.849 -3.443 3.099 0.34
C 1.028 7.943 3.595 -0.54
C 0.057 8.175 2.441 -0.56
C 0.839 7.611 1.263 -0.33
O 1.647 6.552 1.786 -0.40
C 1.641 6.602 3.217 -0.38
H 0.551 7.925 4.574 0.34
H 1.795 8.720 3.603 0.25
H -0.857 7.599 2.598 0.27
H -0.218 9.219 2.301 0.34
H 1.497 8.367 0.822 0.28
H 0.195 7.212 0.478 0.24
H 1.037 5.769 3.593 0.22
H 2.662 6.482 3.581 0.29
```

=====

Below is C36H45N5O5Ti as an isolated structure, with properties calculated with wB97M-V/def2-TZVPD.

Values from the calculation:
Net charge   -2
Calculated total energy   -78870.03953 eV
2S+1   3
E_LUMO (spin up / spin down)   4.7 / 4.6 eV
Relative energy (zero: lowest compared OMol25 entry of this formula, charge and spin)   19.1 kcal/mol
⟨S²⟩   2.076
HOMO energy (spin up / spin down)   -0.07 / -1.57 eV

XYZ file:
```
92
Properties=species:S:1:pos:R:3:mulliken_spin:R:1
Ti 0.071 0.668 -0.376 0.04
C -5.632 2.477 4.032 0.00
C -4.638 1.863 3.079 -0.14
C -4.879 1.837 1.716 0.21
C -3.962 1.303 0.776 -0.13
C -4.306 1.336 -0.581 0.49
N -3.652 0.780 -1.640 0.23
C -3.947 1.281 -2.962 0.01
C -3.260 2.619 -3.312 0.04
C -2.159 2.449 -4.360 -0.01
N -1.233 1.414 -3.977 0.25
C -1.043 0.289 -4.719 0.47
C -0.491 -0.919 -4.260 -0.18
C -0.080 -1.914 -5.175 0.21
C 0.507 -3.108 -4.776 -0.15
C 0.915 -4.144 -5.794 -0.01
C 0.705 -3.325 -3.421 0.29
C 0.305 -2.377 -2.457 -0.05
C 0.506 -2.712 -1.056 -0.03
N 0.381 -1.965 -0.034 0.00
C 0.577 -2.640 1.249 0.00
C 1.485 -1.868 2.210 0.00
C 0.676 -1.110 3.259 0.00
N -0.442 -0.482 2.598 -0.01
C -1.330 0.122 3.259 -0.02
C -2.498 0.760 2.661 -0.08
C -3.453 1.308 3.540 0.30
C -2.691 0.784 1.259 0.12
O -1.822 0.353 0.406 0.04
C -0.325 -1.184 -2.843 0.11
O -0.789 -0.342 -1.981 0.06
H -6.562 2.728 3.517 0.00
H -5.246 3.398 4.481 0.00
H -5.879 1.797 4.853 0.00
H -5.812 2.249 1.336 0.00
H -5.253 1.805 -0.839 0.04
H -2.717 0.414 -1.474 -0.11
H -5.035 1.391 -3.033 0.00
H -3.652 0.519 -3.687 0.00
H -2.822 3.033 -2.400 0.00
H -3.985 3.354 -3.678 -0.01
H -1.645 3.407 -4.505 0.00
H -2.607 2.163 -5.318 0.01
H -0.951 1.385 -2.998 -0.06
H -1.277 0.383 -5.777 0.05
H -0.207 -1.719 -6.238 0.01
H 0.928 -3.717 -6.799 0.00
H 0.227 -4.995 -5.807 0.00
H 1.914 -4.537 -5.586 0.00
H 1.180 -4.243 -3.083 0.03
H 0.805 -3.763 -0.905 0.00
H 0.983 -3.647 1.073 0.00
H -0.412 -2.760 1.704 0.00
H 2.081 -1.176 1.616 0.00
H 2.181 -2.555 2.703 0.00
H 1.305 -0.356 3.748 0.00
H 0.323 -1.797 4.045 0.00
H -1.279 0.191 4.364 0.00
H -3.245 1.279 4.607 0.03
C 3.308 1.336 2.053 0.00
C 2.081 2.085 1.537 0.00
C 2.490 3.145 0.518 0.00
O 1.150 1.193 1.013 -0.02
H 4.045 2.041 2.454 0.00
H 3.754 0.759 1.243 0.00
H 3.031 0.640 2.847 0.00
H 1.612 2.600 2.394 0.00
H 2.881 2.654 -0.377 0.00
H 3.262 3.802 0.933 0.00
H 1.637 3.753 0.224 0.00
O 3.353 -1.057 -0.499 0.00
C 2.863 -0.458 -1.456 0.00
O 1.795 0.226 -1.526 0.00
H 3.406 -0.497 -2.430 0.00
C 1.489 3.088 -3.284 -0.01
C 0.537 4.007 -2.565 0.00
C 0.437 5.339 -2.940 0.00
C -0.376 6.236 -2.259 0.00
C -1.085 5.780 -1.153 0.00
C -1.023 4.456 -0.745 0.01
C -1.784 3.977 0.455 -0.03
C -0.237 3.521 -1.473 -0.01
N -0.231 2.214 -1.135 -0.01
H 1.424 3.224 -4.367 0.00
H 1.300 2.045 -3.042 0.01
H 2.521 3.300 -2.982 0.00
H 1.023 5.682 -3.790 0.00
H -0.441 7.273 -2.571 0.00
H -1.703 6.469 -0.584 0.00
H -2.105 4.818 1.076 0.00
H -1.174 3.297 1.055 0.00
H -2.671 3.406 0.168 0.02
```

=====

Below is a 7-piece molecular cluster, C36H45N7O13 overall in a non-equilibrium geometry, with properties calculated with wB97M-V/def2-TZVPD.

Values from the calculation:
Calculated total energy   -75072.64897 eV
E_LUMO   -4.4 eV
Relative energy (zero: lowest compared OMol25 entry of this formula, charge and spin)   30.0 kcal/mol
HOMO energy   -8.67 eV

XYZ file:
```
101
Properties=species:S:1:pos:R:3:mulliken_charge:R:1
C 42.001 43.296 45.418 -1.67
C 41.699 42.145 44.436 1.39
C 40.905 42.875 43.210 -1.33
C 40.925 41.949 41.960 -0.19
C 42.381 41.727 41.499 -0.86
C 43.196 41.025 42.604 1.09
N 43.007 41.697 43.907 0.85
O 43.934 41.444 44.820 -0.30
C 44.689 41.217 42.274 -1.61
C 42.900 39.457 42.890 -1.66
C 40.853 40.949 45.133 -0.61
H 42.813 43.086 46.269 0.33
H 41.261 43.264 45.976 0.65
H 41.967 44.345 44.965 0.31
H 41.530 43.929 42.868 0.38
H 39.868 43.034 43.574 0.42
H 40.387 42.629 41.186 0.34
H 40.325 40.871 41.889 0.03
H 42.634 42.795 41.167 0.32
H 42.226 41.005 40.492 0.34
H 45.069 42.417 42.146 0.27
H 44.882 40.681 41.322 0.44
H 45.330 40.568 42.692 0.53
H 43.648 39.077 43.625 0.46
H 43.053 38.939 42.080 0.93
H 41.841 39.144 43.184 -0.17
H 41.389 40.446 45.883 0.79
H 40.384 40.304 44.290 -0.33
H 39.771 41.188 45.714 -0.33
N 36.880 41.469 44.361 0.69
O 36.580 40.463 45.018 -0.21
O 37.039 41.262 43.053 -0.68
O 37.312 42.558 44.895 -0.69
C 33.201 41.009 48.559 -0.36
C 33.967 41.531 47.296 0.20
C 33.954 42.929 46.909 -0.45
C 32.951 43.855 47.619 -0.17
C 32.118 43.231 48.819 -0.50
C 32.401 41.850 49.297 -0.39
N 32.624 45.224 47.012 0.84
O 33.178 45.470 45.891 -0.51
O 31.765 45.996 47.545 -0.54
H 33.076 39.997 49.011 0.25
H 34.501 40.912 46.867 0.14
H 34.532 43.412 46.160 0.76
H 31.328 43.803 49.228 0.44
H 31.913 41.287 50.079 0.32
C 33.605 44.317 42.143 -0.39
C 33.454 45.737 41.739 -0.81
C 34.606 46.453 41.012 -0.55
C 35.932 45.689 40.558 0.09
C 36.003 44.236 41.083 -0.12
C 34.770 43.599 41.776 -0.41
N 37.083 46.286 40.012 0.82
O 38.137 45.535 39.871 -0.56
O 36.930 47.341 39.438 -0.54
H 32.860 43.774 42.604 0.52
H 32.658 46.211 41.916 0.64
H 34.587 47.455 40.844 0.50
H 36.987 43.719 41.131 0.39
H 34.939 42.632 42.235 0.39
C 33.709 36.944 45.608 -0.58
C 34.552 38.119 45.102 0.08
C 34.857 38.270 43.653 -0.37
C 34.534 37.063 42.740 -0.09
C 33.543 35.976 43.313 -0.42
C 33.178 36.034 44.760 -0.21
N 34.925 37.060 41.321 0.94
O 35.467 38.024 40.830 -0.52
O 34.453 36.099 40.638 -0.61
H 33.637 37.014 46.741 0.31
H 34.891 38.946 45.698 0.07
H 35.320 39.187 43.452 0.66
H 33.430 35.018 42.700 0.34
H 32.483 35.224 45.112 0.31
C 39.090 38.138 48.114 -0.78
C 38.214 39.276 47.798 -0.12
C 38.573 40.745 47.949 -0.95
C 39.910 41.055 48.497 0.77
C 40.633 39.914 49.169 -0.69
C 40.267 38.446 48.833 -0.71
N 40.325 42.434 48.813 0.94
O 39.458 43.202 49.338 -0.53
O 41.564 42.712 48.772 -0.54
H 38.813 37.120 48.010 0.58
H 37.198 39.091 47.330 0.18
H 37.919 41.544 47.816 0.78
H 41.606 39.941 49.706 0.31
H 40.799 37.782 49.232 0.78
C 40.820 36.788 42.058 0.18
O 42.059 36.480 42.111 -0.67
N 40.126 37.046 43.123 0.22
C 38.702 37.427 43.095 -1.12
C 40.616 36.952 44.560 -1.13
H 40.234 36.735 41.141 0.39
H 38.239 36.995 44.027 0.25
H 38.148 37.002 42.311 0.65
H 38.471 38.655 43.382 0.15
H 40.191 37.736 45.136 0.37
H 41.775 37.072 44.566 0.20
H 40.254 36.102 44.887 0.63
```